This record from the OMol25 dataset describes C21H17BrF2N4O5RuSe as an isolated structure. The level of theory is wB97M-V/def2-TZVPD.

spin multiplicity	2
molar mass	703.320	g/mol
energy above the lowest of the compared OMol25 structures with the same formula, charge and spin	148.7	kJ/mol
E_HOMO (spin up / spin down)	-11.726 / -11.713	eV
total energy	-181648.31663	eV
Kohn-Sham gap (spin up / spin down)	7.58 / 6.49	eV
net charge	+1

Each line ends with the Löwdin spin population.
Element x y z (Å)
Ru (0.61, 0.08, -0.96)  0.85
O (5.56, 2.28, 0.18)  0.00
C (4.62, 1.45, -0.27)  0.00
C (4.94, 0.24, -0.92)  0.01
C (3.93, -0.58, -1.36)  0.00
N (2.68, -0.16, -1.14)  0.00
C (2.39, 0.92, -0.54)  -0.02
Br (0.22, 2.24, -2.01)  0.12
C (3.29, 1.83, -0.05)  0.00
H (6.45, 1.96, 0.00)  0.00
H (5.97, -0.03, -1.07)  0.00
H (4.08, -1.52, -1.87)  0.00
H (3.05, 2.74, 0.46)  0.00
F (-2.25, 0.81, -0.46)  0.00
C (-1.48, -0.09, -1.12)  -0.03
F (-1.82, -0.01, -2.43)  -0.01
H (-1.76, -1.09, -0.76)  0.00
O (0.45, -1.64, -2.24)  0.04
C (0.52, -2.41, -1.24)  0.00
O (0.67, -1.85, -0.10)  0.00
C (0.41, -3.87, -1.36)  0.00
C (0.33, -4.45, -2.62)  0.00
C (0.22, -5.83, -2.74)  0.00
C (0.19, -6.62, -1.60)  0.00
C (0.27, -6.01, -0.36)  0.00
C (0.38, -4.65, -0.21)  0.00
N (0.24, -6.85, 0.86)  0.00
O (0.22, -6.28, 1.92)  0.00
O (0.23, -8.05, 0.70)  0.00
H (0.34, -3.82, -3.50)  0.00
H (0.15, -6.29, -3.72)  0.00
H (0.11, -7.70, -1.66)  0.00
H (0.44, -4.20, 0.77)  0.00
C (-2.87, 1.28, 2.64)  0.00
N (-2.13, 2.33, 1.96)  0.00
C (-0.92, 2.23, 1.40)  0.01
Se (0.20, 0.70, 1.41)  0.01
N (-0.59, 3.42, 0.89)  0.00
C (-1.63, 4.32, 1.08)  0.00
C (-1.79, 5.65, 0.71)  0.00
C (-2.98, 6.25, 1.09)  0.00
C (-3.97, 5.54, 1.80)  0.00
C (-3.80, 4.22, 2.16)  0.00
C (-2.61, 3.63, 1.78)  0.00
H (-2.27, 0.39, 2.68)  0.00
H (-3.79, 1.08, 2.09)  0.00
H (-3.11, 1.62, 3.65)  0.00
H (0.24, 3.57, 0.35)  0.00
H (-1.03, 6.19, 0.16)  0.00
H (-3.16, 7.28, 0.82)  0.00
H (-4.88, 6.05, 2.06)  0.00
H (-4.57, 3.68, 2.70)  0.00